# 1
Formula: C17H23BrN2O2
Source: OMol25
Level of theory: ωB97M-V/def2-TZVPD

The geometry in ORCA input format:
```
! RIJCOSX wB97M-V def2-TZVPD def2/J DEFGRID3
* xyz 0 1
Br 1.97 -1.81 3.44
C 0.20 -0.81 3.59
C 0.35 0.51 2.57
C -0.87 1.59 2.76
C -2.28 0.73 2.56
C -2.44 -0.38 1.38
N -3.63 -1.25 1.10
C -4.69 -0.92 2.11
C -6.10 -1.81 2.02
C -7.41 -1.59 3.00
C -7.32 -0.41 4.17
C -5.91 0.43 4.28
C -4.62 0.20 3.28
N -3.40 1.05 3.51
H 0.05 -0.42 4.70
H -0.68 -1.52 3.27
H 1.36 1.03 2.87
H 0.43 0.06 1.49
H -0.81 1.99 3.88
H -0.83 2.51 2.03
H -1.50 -0.52 0.65
H -6.18 -2.65 1.20
H -8.41 -2.18 2.93
H -8.22 -0.16 4.90
H -5.80 1.25 5.11
C 2.80 -1.80 -0.80
C 2.21 -0.53 -1.37
C 2.32 -0.33 -2.86
O 1.67 0.30 -0.65
H 2.65 -1.81 0.28
H 2.30 -2.67 -1.24
H 3.87 -1.83 -1.01
H 1.80 -1.13 -3.39
H 3.38 -0.30 -3.15
H 1.86 0.63 -3.13
C 3.96 1.79 -5.79
C 5.07 0.94 -5.24
C 6.48 1.40 -5.47
O 4.83 -0.09 -4.61
H 2.99 1.34 -5.54
H 4.00 2.79 -5.35
H 4.05 1.85 -6.88
H 6.64 2.38 -5.02
H 6.68 1.44 -6.55
H 7.18 0.69 -5.02
*
```

Its HOMO-LUMO gap is 0.267 hartree. The value obtained for the highest occupied orbital energy is -8.32 eV.

natural (NBO) analysis output, partial charges in e: Br -0.04; C -0.43; C -0.44; C -0.46; C 0.19; C -0.03; N -0.37; C 0.12; C -0.21; C -0.23; C -0.23; C -0.22; C 0.12; N -0.40; H 0.23; H 0.24; H 0.23; H 0.25; H 0.24; H 0.25; H 0.24; H 0.24; H 0.24; H 0.25; H 0.24; C -0.73; C 0.60; C -0.74; O -0.58; H 0.24; H 0.23; H 0.23; H 0.23; H 0.27; H 0.22; C -0.72; C 0.60; C -0.72; O -0.56; H 0.24; H 0.23; H 0.23; H 0.23; H 0.23; H 0.24

# 2
Formula: C17H23CdCl5N2SSi
Source: OMol25
Level of theory: ωB97M-V/def2-TZVPD

The geometry in ORCA input format:
```
! RIJCOSX wB97M-V def2-TZVPD def2/J DEFGRID3
* xyz 0 1
Cd 0.02 0.26 0.88
C -2.28 -1.78 0.02
C -1.10 -2.43 -0.77
N 0.21 -1.84 -0.72
C 1.40 -2.59 -0.26
C 1.24 -3.03 1.24
S 1.01 -1.61 2.37
C -0.59 -2.07 3.24
C -1.83 -2.20 2.37
N -2.04 -1.19 1.35
H -2.66 -0.96 -0.56
H -2.98 -2.55 0.14
H -1.04 -3.46 -0.44
H -1.40 -2.44 -1.83
H 0.41 -1.16 -1.49
H 1.61 -3.45 -0.96
H 2.28 -2.00 -0.39
H 0.46 -3.73 1.45
H 2.19 -3.42 1.61
H -0.43 -3.08 3.71
H -0.73 -1.24 3.94
H -1.80 -3.25 1.90
H -2.76 -2.16 3.03
H -2.83 -0.60 1.65
Cl 0.92 1.23 4.03
C -0.57 1.85 3.54
C -1.07 1.70 2.25
C -2.24 2.38 1.96
Cl -3.12 2.17 0.48
C -2.83 3.37 2.83
Cl -4.19 4.34 2.43
C -2.30 3.55 4.12
Cl -3.03 4.51 5.29
C -1.26 2.66 4.54
Cl -0.90 2.47 6.23
C 1.41 0.05 -4.94
Si 2.12 1.46 -3.60
C 1.81 3.19 -4.37
C 4.00 1.25 -3.61
C 1.41 1.11 -1.93
C 1.16 0.96 -0.76
H 2.08 0.00 -5.80
H 0.44 0.41 -5.28
H 1.34 -0.93 -4.40
H 1.76 3.08 -5.43
H 2.61 3.95 -4.11
H 0.86 3.58 -3.95
H 4.22 0.83 -4.56
H 4.55 0.60 -2.86
H 4.48 2.21 -3.56
*
```

Its HOMO-LUMO gap is 0.314 hartree. The value obtained for the highest occupied orbital energy is -8.36 eV.

natural (NBO) analysis output, partial charges in e: Cd 1.51; C -0.23; C -0.23; N -0.72; C -0.23; C -0.55; S 0.15; C -0.50; C -0.25; N -0.68; H 0.21; H 0.18; H 0.18; H 0.21; H 0.44; H 0.19; H 0.23; H 0.22; H 0.24; H 0.23; H 0.25; H 0.18; H 0.21; H 0.40; Cl 0.04; C -0.13; C -0.52; C -0.09; Cl 0.00; C -0.10; Cl 0.05; C -0.12; Cl 0.07; C -0.07; Cl 0.04; C -1.03; Si 1.55; C -1.09; C -1.10; C -0.68; C -0.55; H 0.22; H 0.22; H 0.22; H 0.23; H 0.24; H 0.24; H 0.23; H 0.24; H 0.23

Energy relative to the best compared isomer or geometry (same formula, charge and spin) for the records above, in order: 279.8; 17.4 kcal/mol
E_tot for the records above, in order: -3495.15449; -3927.37593 Ha